Record 1
{
  "formula": "C6H27B2O3",
  "method": "the ωB97M-V functional and the def2-TZVPD basis",
  "elements": ["O", "H", "H", "H", "B", "H", "H", "H", "H", "B", "H", "H", "H", "H", "C", "C", "C", "O", "H", "H", "H", "H", "H", "H", "H", "H", "C", "C", "C", "O", "H", "H", "H", "H", "H", "H", "H", "H"],
  "coordinates": [[-0.391, 0.042, -0.388], [0.549, 0.206, -0.279], [-0.602, 0.398, -1.254], [-0.901, 0.473, 0.302], [2.255, 0.831, 0.198], [2.812, -0.059, -0.051], [3.027, 1.444, 0.638], [1.906, 1.334, -0.690], [1.524, 0.571, 0.947], [-1.921, 1.612, 1.204], [-2.233, 2.045, 0.266], [-2.565, 2.016, 1.970], [-2.010, 0.541, 1.112], [-0.886, 1.833, 1.414], [-1.685, -1.349, -3.594], [-0.889, -0.088, -3.853], [-1.324, 0.732, -5.154], [-1.021, 0.813, -2.717], [-1.544, -1.668, -2.561], [-1.339, -2.103, -4.300], [-2.749, -1.183, -3.765], [0.129, -0.468, -3.929], [-0.847, 1.712, -5.132], [-2.384, 0.972, -5.076], [-1.189, 0.301, -6.146], [-0.548, 1.628, -2.899], [1.426, -0.856, 5.044], [1.682, -1.277, 3.626], [0.455, -1.321, 2.718], [2.401, -0.248, 3.040], [2.268, -0.527, 5.653], [1.019, -1.796, 5.417], [0.695, -0.052, 5.125], [2.206, -2.224, 3.497], [0.044, -0.336, 2.496], [-0.365, -1.835, 3.220], [0.685, -1.888, 1.816], [2.306, -0.225, 2.085]],
  "forces_ev_per_angstrom": [[1.2, -2.8, -1.1], [1.2, 0.4, 0.6], [-1.1, 0.6, -1.9], [-1.8, 1.4, 2.1], [-0.7, 1.7, -0.2], [2.6, -4.2, -0.3], [3.4, 2.2, 1.3], [-1.7, 1.8, -2.9], [-3.2, -1.5, 2.5], [-0.5, 0.6, 0.1], [-1.0, 1.7, -3.8], [-2.2, 1.2, 3.0], [-0.7, -4.4, 0.0], [4.4, 1.0, 0.9], [-0.5, 0.6, -0.2], [-0.3, 0.6, -1.3], [-0.1, -0.2, 1.4], [0.0, -0.6, -0.5], [0.1, -0.2, -0.1], [-0.1, -0.1, 0.2], [-0.1, 0.0, 0.1], [0.4, 0.7, -0.1], [0.4, -0.1, -0.1], [-0.2, -0.2, 0.2], [0.4, -0.4, 0.3], [0.0, 0.2, -0.2], [-0.6, -1.1, 0.4], [-0.6, 1.8, -0.6], [-1.4, -1.0, 0.4], [1.9, 0.9, 0.3], [0.3, -0.4, -0.4], [-0.3, 0.3, 1.0], [-0.2, -0.2, -0.3], [0.3, -0.2, 0.3], [0.3, 0.1, 0.0], [0.0, -0.3, 0.1], [0.0, 0.2, -0.1], [0.2, 0.0, -1.0]],
  "e_tot_ha": -519.7974,
  "charge": 0,
  "spin_multiplicity": 2
}

=====

Record 2
{
  "formula": "C20H22ClNO4",
  "method": "the ωB97M-V functional and the def2-TZVPD basis",
  "elements": ["O", "C", "C", "C", "C", "C", "C", "C", "H", "H", "O", "C", "C", "O", "H", "C", "N", "C", "C", "O", "C", "C", "H", "H", "H", "H", "H", "H", "H", "H", "H", "H", "H", "H", "H", "H", "H", "C", "C", "C", "C", "C", "C", "H", "H", "Cl", "H", "H"],
  "coordinates": [[0.117, 3.635, -4.999], [-0.072, 3.570, -3.800], [0.028, 2.291, -3.063], [0.853, 1.286, -3.576], [0.957, 0.071, -2.942], [0.215, -0.186, -1.784], [-0.627, 0.802, -1.281], [-0.714, 2.027, -1.916], [-1.389, 2.774, -1.526], [-1.223, 0.625, -0.399], [0.380, -1.417, -1.240], [-0.353, -1.768, -0.082], [0.001, -3.228, 0.238], [-0.443, -4.060, -0.808], [-0.086, -3.712, -1.635], [-0.657, -3.719, 1.535], [0.306, -3.922, 2.599], [-0.229, -4.756, 3.664], [0.869, -5.019, 4.694], [1.363, -3.817, 5.236], [1.867, -2.993, 4.215], [0.797, -2.678, 3.167], [1.243, -2.071, 2.378], [-0.020, -2.104, 3.643], [2.213, -2.079, 4.699], [2.714, -3.490, 3.718], [0.480, -5.598, 5.533], [1.687, -5.574, 4.211], [-0.561, -5.704, 3.237], [-1.086, -4.270, 4.164], [-1.106, -4.686, 1.300], [-1.467, -3.031, 1.836], [1.093, -3.311, 0.340], [-1.431, -1.697, -0.277], [-0.089, -1.112, 0.756], [1.600, -0.706, -3.323], [1.412, 1.487, -4.477], [-0.419, 4.784, -3.011], [0.055, 4.984, -1.717], [-0.252, 6.144, -1.031], [-1.044, 7.107, -1.639], [-1.513, 6.932, -2.933], [-1.187, 5.777, -3.616], [-1.530, 5.623, -4.628], [-2.118, 7.694, -3.397], [-1.440, 8.549, -0.777], [0.120, 6.306, -0.032], [0.687, 4.241, -1.253]],
  "forces_ev_per_angstrom": [[0.0, 0.0, 0.1], [0.0, 0.0, -0.1], [0.0, -0.4, 0.1], [-0.1, 0.1, 0.1], [-0.1, -0.1, 0.1], [0.0, 0.2, -0.2], [0.0, -0.4, 0.2], [0.2, 0.1, -0.3], [0.0, 0.0, 0.1], [0.0, 0.0, 0.1], [0.1, 0.0, -0.1], [-0.1, -0.4, 0.3], [0.1, 0.6, 0.2], [-0.1, -0.2, -0.3], [0.0, 0.0, 0.0], [0.2, 0.0, -0.3], [-0.1, 0.0, 0.1], [0.3, 0.0, 0.2], [-0.3, -0.2, -0.1], [-0.1, 0.1, 0.1], [0.0, 0.3, -0.3], [0.3, -0.1, 0.2], [0.0, 0.1, 0.0], [0.0, 0.0, -0.1], [0.0, 0.0, -0.1], [0.0, 0.1, 0.0], [0.0, 0.0, -0.1], [-0.1, 0.0, 0.0], [0.0, 0.0, 0.0], [0.0, -0.1, 0.0], [0.0, 0.1, 0.0], [0.0, 0.0, 0.0], [-0.1, 0.0, 0.1], [0.1, 0.0, 0.0], [0.0, 0.0, -0.1], [0.1, -0.1, 0.0], [0.0, 0.0, -0.1], [-0.1, 0.4, 0.0], [-0.1, 0.0, -0.2], [0.0, 0.2, 0.1], [0.1, -0.3, -0.1], [0.0, 0.1, 0.1], [0.1, -0.2, 0.1], [0.0, 0.0, -0.1], [-0.1, 0.1, 0.0], [0.0, 0.2, 0.1], [0.0, 0.0, 0.1], [0.0, -0.1, 0.1]],
  "e_tot_ha": -1591.2073,
  "charge": 0,
  "smiles": "O=C(c1ccc(Cl)cc1)c1ccc(OC[C@H](O)CN2CCOCC2)cc1",
  "spin_multiplicity": 1
}